1.
110
Properties=species:S:1:pos:R:3 method="wB97M-V/def2-TZVPD" total_charge=+4 e_above_lowest_ev=2.6646 molar_mass_g_mol=881.894 e_homo_ev="-18.705 / -18.764" energy_ha=-6604.81328 spin_multiplicity=6
Pd 0.74 0.65 -0.38
C 3.70 0.57 -1.67
C 3.98 -0.06 -0.29
C 4.57 -1.46 -0.44
C 4.97 0.82 0.48
O 2.73 -0.15 0.42
Ge 2.27 0.94 2.08
O 0.56 0.11 1.79
C -0.16 -0.71 2.74
C -1.63 -0.74 2.32
C 0.40 -2.13 2.78
C -0.02 -0.05 4.11
O 1.63 2.26 0.88
C 1.79 3.68 0.74
C 0.51 4.40 1.19
C 2.97 4.14 1.59
C 2.06 3.98 -0.75
H 4.62 0.65 -2.24
H 2.99 -0.05 -2.22
H 3.29 1.57 -1.54
H 5.53 -1.41 -0.95
H 4.72 -1.91 0.55
H 3.91 -2.11 -1.02
H 5.94 0.79 -0.01
H 4.62 1.85 0.50
H 5.09 0.44 1.50
H -1.71 -1.12 1.30
H -2.19 -1.41 2.98
H -2.06 0.26 2.39
H -0.01 -2.73 1.96
H 1.49 -2.12 2.71
H 0.12 -2.62 3.72
H -0.30 1.01 4.05
H -0.67 -0.54 4.83
H 1.01 -0.13 4.46
H 0.17 3.98 2.14
H 0.72 5.46 1.34
H -0.27 4.30 0.44
H 2.74 4.04 2.65
H 3.87 3.56 1.37
H 3.18 5.19 1.38
H 1.45 3.33 -1.38
H 1.81 5.02 -0.96
H 3.11 3.84 -1.00
N -1.35 1.97 -0.45
C -2.21 0.89 -0.97
C -3.26 1.33 -2.00
C -4.13 2.49 -1.48
C -5.47 2.66 -2.22
N -6.55 1.84 -1.68
C -7.62 2.24 -0.99
N -7.84 3.52 -0.72
N -8.47 1.33 -0.53
C -1.17 -0.10 -1.52
O -1.28 -1.31 -1.23
O -0.20 0.39 -2.20
H -1.75 2.43 0.37
H -1.18 2.66 -1.17
H -2.71 0.40 -0.14
H -3.88 0.46 -2.23
H -2.75 1.63 -2.93
H -3.58 3.43 -1.60
H -4.33 2.36 -0.42
H -5.35 2.41 -3.28
H -5.76 3.71 -2.18
H -6.51 0.85 -1.90
H -7.30 4.26 -1.13
H -8.68 3.80 -0.24
H -8.38 0.35 -0.73
H -9.30 1.60 -0.03
C 4.19 -2.39 -5.32
C 3.05 -2.55 -4.31
C 1.69 -2.42 -4.98
C 0.52 -2.39 -3.99
N 0.47 -3.60 -3.17
C 0.73 -3.69 -1.85
Se 1.14 -2.31 -0.68
N 0.65 -4.99 -1.45
C 0.84 -5.48 -0.09
C 2.28 -5.38 0.42
C 3.27 -6.34 -0.25
C 3.76 -5.88 -1.63
C 0.30 -5.75 -2.54
C 0.08 -7.12 -2.68
C -0.29 -7.55 -3.93
C -0.45 -6.65 -5.03
C -0.22 -5.30 -4.90
C 0.18 -4.85 -3.64
H 5.16 -2.43 -4.82
H 4.12 -1.44 -5.84
H 4.16 -3.17 -6.07
H 3.15 -1.78 -3.54
H 3.14 -3.52 -3.82
H 1.55 -3.23 -5.69
H 1.64 -1.49 -5.55
H -0.42 -2.30 -4.53
H 0.60 -1.53 -3.32
H 0.51 -6.52 -0.06
H 0.18 -4.91 0.57
H 2.24 -5.59 1.49
H 2.64 -4.35 0.30
H 2.85 -7.34 -0.31
H 4.14 -6.42 0.40
H 2.97 -5.91 -2.39
H 4.56 -6.53 -1.97
H 4.15 -4.86 -1.57
H 0.18 -7.81 -1.86
H -0.48 -8.60 -4.09
H -0.77 -7.04 -5.98
H -0.35 -4.63 -5.74



2.
85
Properties=species:S:1:pos:R:3 method="wB97M-V/def2-TZVPD" total_charge=+3 e_above_lowest_ev=0.2030 molar_mass_g_mol=776.562 e_homo_ev=-15.149 energy_ha=-5941.17985
Lu -0.56 0.29 -0.02
P 1.66 2.12 0.49
P -1.20 -1.57 1.93
P -1.89 1.80 2.01
H -2.92 4.56 -3.92
C -2.64 5.51 -3.42
C -1.45 5.63 -2.81
H -0.72 4.80 -2.84
C 3.25 1.98 -0.35
C 1.66 0.77 1.75
C 1.64 3.65 1.44
C -2.75 -2.46 1.50
C -0.06 -3.00 1.89
C -1.40 -1.48 3.76
C -2.15 3.56 1.59
C -1.44 2.00 3.77
C -3.61 1.20 2.16
H -3.38 6.30 -3.53
H -1.08 6.60 -2.42
H 3.15 2.17 -1.43
H 3.65 0.95 -0.24
H 3.96 2.71 0.07
H 2.07 -0.18 1.36
H 0.68 0.57 2.22
H 2.31 1.10 2.58
H 1.69 4.53 0.78
H 2.52 3.65 2.11
H 0.72 3.76 2.04
H -2.66 -3.49 1.87
H -2.89 -2.47 0.41
H -3.62 -1.97 1.95
H -0.58 -3.82 2.41
H 0.89 -2.80 2.39
H 0.16 -3.32 0.86
H -1.47 -2.51 4.14
H -2.31 -0.95 4.04
H -0.54 -0.98 4.22
H -2.76 3.97 2.41
H -2.68 3.69 0.64
H -1.19 4.09 1.53
H -2.13 2.74 4.20
H -0.41 2.37 3.88
H -1.53 1.06 4.33
H -4.21 2.02 2.55
H -3.67 0.34 2.84
H -4.00 0.90 1.18
C -3.19 0.73 -1.86
C -2.58 1.97 -2.09
C -3.26 3.13 -1.78
C -4.57 3.13 -1.35
C -5.23 1.90 -1.21
C -4.54 0.71 -1.44
Se -2.16 -0.83 -2.04
H 0.63 2.12 -0.61
H -1.56 2.04 -2.50
H -2.76 4.07 -1.96
H -5.09 4.08 -1.16
H -6.29 1.90 -0.93
H -5.01 -0.28 -1.30
C 4.42 -3.70 -2.43
N 3.47 -2.62 -2.38
N 2.58 -2.52 -1.35
C 1.90 -1.36 -1.51
O 0.96 -0.97 -0.68
C 2.40 -0.71 -2.66
C 3.41 -1.51 -3.15
C 4.38 -1.34 -4.25
C 2.41 -3.65 -0.48
C 3.24 -3.74 0.63
C 3.17 -4.88 1.42
C 2.31 -5.93 1.08
C 1.51 -5.83 -0.07
C 1.55 -4.69 -0.87
H 3.93 -4.67 -2.42
H 5.12 -3.66 -1.59
H 5.00 -3.62 -3.36
H 2.01 0.19 -3.10
H 5.40 -1.27 -3.86
H 4.35 -2.16 -4.98
H 4.17 -0.42 -4.81
H 3.92 -2.92 0.83
H 3.82 -4.95 2.29
H 2.26 -6.84 1.68
H 0.86 -6.67 -0.34
H 0.92 -4.60 -1.77



3.
12
Properties=species:S:1:pos:R:3 method="wB97M-V/def2-TZVPD" e_above_lowest_ev=1.5508 molar_mass_g_mol=109.219 e_homo_ev=-8.389 energy_ha=-931.46659
C -0.43 -1.43 1.78
C -1.73 -1.51 1.50
N -2.40 -0.61 0.62
H 0.07 -0.49 1.57
H 0.22 -2.15 2.25
H -2.36 -2.08 2.19
H -2.03 0.33 0.77
H -3.39 -0.79 0.67
S 1.32 0.02 -1.59
S 0.89 1.56 -0.28
H 0.08 -0.48 -1.60
H 2.18 1.86 -0.08